An isolated molecule of C3H2O3, computed with ωB97M-V/def2-TZVPD.

Last columns: bonded neighbours and bond lengths (Å).
Atoms and positions in Å:
1 C 1.34 -0.23 0.24  C2 1.600, H4 1.120, O6 1.222
2 C 0.06 0.72 0.13  C1 1.600, C3 1.587, O7 1.166
3 C -1.39 0.09 0.01  C2 1.587, H5 1.143, O8 1.195
4 H 2.24 0.31 0.62  C1 1.120
5 H -2.05 0.99 -0.22  C3 1.143
6 O 1.34 -1.36 -0.24  C1 1.222
7 O 0.28 1.83 -0.15  C2 1.166
8 O -1.66 -1.07 0.06  C3 1.195

Results
LUMO level, eV: -1.14
Energy relative to the best compared isomer or geometry (same formula, charge and spin), kcal per mole: 43.2
HOMO level, hartree: -0.3546
SMILES string: O=CC(=O)C=O
Orbital gap, eV: 8.508

Atomic partial charges in e from the Mulliken method, atoms 1 to 5: number 1, C, carries 0.043; number 2, C, carries 0.505; number 3, C, carries 0.066; number 4, H, carries 0.303; number 5, H, carries 0.277